(1)
ORCA calculation (ωB97M-V/def2-TZVPD) on an isolated molecule of C5H10N2O2.

Geometry as XYZ:
```
19
Properties=species:S:1:pos:R:3:forces:R:3
H 0.0076 2.3405 0.3513 0.603 1.128 0.213
N -0.8393 1.9809 -0.0358 0.053 3.145 0.713
C -0.7036 0.7660 -0.0402 -0.445 -4.256 -1.455
N -1.7036 0.0858 -0.7297 -2.053 0.679 -0.907
O -2.1500 -1.1625 -0.1220 -0.553 2.360 -0.181
C 0.5519 -0.0786 0.4293 -0.205 2.405 -0.138
C 0.2904 -0.4546 1.8023 0.568 2.986 4.210
C 1.8156 0.7286 0.0011 0.126 0.035 -0.618
C 1.8369 -0.4238 -1.1715 0.765 0.886 -0.121
O 0.9054 -1.2620 -0.2746 1.302 1.205 -2.325
H -2.5083 0.7920 -1.0608 2.050 -2.521 1.453
H -1.4414 -1.6852 -0.4423 0.977 -1.533 -0.515
H 1.1354 -0.8779 2.3073 0.403 -0.797 -0.025
H -0.5763 -0.9914 1.8697 -1.925 -2.338 -0.073
H -0.0493 0.3604 2.5967 0.957 -0.637 -2.090
H 1.6322 1.7756 -0.3474 -0.005 -1.063 -0.083
H 2.6412 0.9081 0.7879 -0.992 -1.330 -1.361
H 2.9325 -0.7967 -1.5102 -2.854 0.111 1.154
H 1.2363 -0.1217 -2.1469 1.228 -0.466 2.148
```
Forces are in eV/Å.

Output
Multiplicity: 1
Kohn-Sham gap (Ha): 0.3685

(2)
ORCA calculation (ωB97M-V/def2-TZVPD) on an isolated molecule of C5H10N2O2.

Geometry as XYZ:
```
19
Properties=species:S:1:pos:R:3:forces:R:3
H 1.5205 -1.3822 1.4189 -0.072 0.110 -0.411
N 1.3539 -0.4371 1.7434 -1.343 0.237 0.686
C 0.3126 0.1395 1.2610 2.110 -0.312 0.725
O 0.0246 1.3669 1.7313 -0.483 0.274 0.190
C -0.3686 -0.2127 -0.0218 1.643 -0.301 -0.576
C -0.8468 -1.6588 -0.0449 0.107 0.083 -0.106
C -1.4632 0.7576 -0.4402 0.203 -0.041 -0.141
C 1.0092 -0.1360 -0.9380 -2.623 0.220 -0.761
N 1.3951 1.1238 -1.2518 0.133 -0.296 0.117
O 1.4875 -1.1310 -1.4197 0.450 -0.165 0.272
H 0.5904 1.5043 2.5068 0.072 -0.072 -0.107
H -1.1833 -1.9097 -1.0501 -0.080 -0.025 0.021
H -1.6631 -1.7963 0.6613 -0.103 0.014 0.014
H -0.0482 -2.3532 0.2023 0.029 0.024 0.011
H -2.3575 0.5817 0.1566 -0.035 -0.015 -0.001
H -1.1772 1.7955 -0.2920 -0.022 0.036 -0.053
H -1.7041 0.6008 -1.4905 -0.082 0.004 -0.029
H 0.9400 1.9240 -0.8552 0.103 0.077 0.012
H 2.1781 1.2225 -1.8773 -0.006 0.148 0.136
```
Forces are in eV/Å.

Output
Multiplicity: 1
Kohn-Sham gap (Ha): 0.3777

(3)
ORCA calculation (ωB97M-V/def2-TZVPD) on an isolated molecule of C5H10N2O2.

Geometry as XYZ:
```
19
Properties=species:S:1:pos:R:3:forces:R:3
C -1.0770 -1.2930 1.4635 -0.259 -0.937 -0.978
C -1.4754 -0.9222 0.2444 0.450 0.527 0.963
C -0.5614 -0.2279 -0.7381 -0.237 -0.116 -0.170
O 0.5138 0.4650 -0.1246 0.146 0.140 0.379
N -0.0072 1.4885 0.7428 -0.819 -1.324 1.227
C 0.8284 2.6610 0.6382 0.399 -0.322 -0.036
C 0.0008 -1.3462 -1.6357 0.273 0.636 0.026
N 1.2878 -1.6497 -1.3828 0.333 -0.152 0.080
O -0.6779 -1.8963 -2.4711 -0.342 -0.093 -0.147
H -0.0311 -1.3267 1.7333 0.148 0.473 0.114
H -1.7367 -1.8597 2.1034 -0.177 0.190 0.152
H -2.4952 -1.0353 -0.0783 -0.245 -0.130 -0.022
H -1.1389 0.4762 -1.3535 0.111 -0.248 0.041
H -0.0460 1.0202 1.7075 0.369 1.233 -1.773
H 0.3725 3.4470 1.2349 0.017 0.014 0.119
H 1.8682 2.4973 0.9520 -0.074 0.084 0.015
H 0.8316 2.9818 -0.4035 -0.031 0.009 0.041
H 1.7443 -2.3538 -1.9393 -0.081 0.029 0.066
H 1.7996 -1.1259 -0.6933 0.021 -0.012 -0.096
```
Forces are in eV/Å.

Output
Multiplicity: 1
Kohn-Sham gap (Ha): 0.3749

(4)
ORCA calculation (ωB97M-V/def2-TZVPD) on the ion C5H10N2O2 with charge +2.

Geometry as XYZ:
```
19
Properties=species:S:1:pos:R:3:forces:R:3
C 0.0107 -0.1024 -0.0191 2.648 1.433 -0.258
C 1.2408 -0.6458 -0.0447 -0.718 -0.798 -0.290
C 2.3893 0.2334 0.1437 -0.580 0.139 0.023
C -2.3017 -0.1003 -0.3401 -1.514 0.067 -1.006
C 2.3127 1.6694 -0.0992 0.389 0.437 0.038
N 1.5383 -1.9927 -0.1615 0.225 -0.422 0.167
N -3.4922 -0.0531 0.5190 0.237 0.009 0.229
O 3.4992 -0.2541 0.5257 0.204 0.125 -0.067
O -1.1892 -0.2873 0.2744 -0.719 -0.895 1.274
H -2.3985 0.2419 -1.3572 0.157 0.074 -0.021
H 1.2905 2.0352 -0.0600 -0.014 -0.039 0.030
H 2.9746 2.2220 0.5689 -0.062 -0.079 0.080
H 2.6912 1.8728 -1.1098 -0.028 -0.141 -0.066
H 2.2430 -2.2594 -0.8400 -0.138 0.083 -0.120
H 0.7699 -2.6478 -0.1602 0.055 0.024 0.119
H 3.5178 -1.2200 0.7001 -0.301 0.068 -0.030
H -3.8136 0.9138 0.7196 0.117 -0.288 -0.010
H -3.3030 -0.5200 1.4227 -0.185 0.132 -0.221
H -4.2834 -0.5455 0.0699 0.229 0.073 0.129
```
Forces are in eV/Å.

Output
Charge: +2
Multiplicity: 1
Kohn-Sham gap (spin up / spin down) (Ha): 0.2910 / 0.3045

no.,E_tot (eV),molar mass (u)
1,-12417.4979,130.15
2,-12422.7601,130.15
3,-12420.2149,130.15
4,-12400.1625,130.15